w:
6
Properties=species:S:1:pos:R:3:lowdin_charge:R:1 method="wB97M-V/def2-TZVPD" smiles=OCBr multiplicity=1 homo_energy_ev=-10.58 gap_ev=11.41 e_lumo_ev=0.8266
O 0.528 -0.754 -0.826 -0.1422
C -0.096 0.003 0.401 -0.6033
Br -0.063 1.913 0.274 0.6331
H 0.089 -0.502 -1.569 -0.0119
H -1.113 -0.575 0.582 0.1189
H 0.655 -0.085 1.138 0.0053


x:
6
Properties=species:S:1:pos:R:3:lowdin_charge:R:1 method="wB97M-V/def2-TZVPD" smiles=OCBr multiplicity=1 homo_energy_ev=-10.60 gap_ev=11.27 e_lumo_ev=0.6706
O -0.167 -1.194 -0.334 -0.2259
C -0.116 0.383 -0.189 -0.5807
Br 0.224 0.993 1.656 0.5710
H 0.424 -1.585 0.382 0.0728
H 0.758 0.621 -0.881 0.0698
H -1.123 0.782 -0.633 0.0930


Name the most stable of them. x.


w:
9
Properties=species:S:1:pos:R:3:lowdin_charge:R:1 method="wB97M-V/def2-TZVPD" smiles="NNOC=S" multiplicity=1 homo_energy_ev=-8.82 gap_ev=7.76 e_lumo_ev=-1.0591
N 0.577 1.111 0.997 0.0149
N 0.343 -0.303 1.080 -0.2553
O 0.588 -1.096 0.011 -0.2115
C -0.607 -0.608 -1.198 -0.5464
S -0.496 -1.406 -2.579 0.7401
H 1.513 1.209 0.684 0.0549
H -0.010 1.440 0.184 0.0671
H -0.643 -0.290 1.331 0.0892
H -1.265 -0.058 -0.510 0.0468


x:
9
Properties=species:S:1:pos:R:3:lowdin_charge:R:1 method="wB97M-V/def2-TZVPD" smiles="C=NOSN" multiplicity=1 homo_energy_ev=-9.06 gap_ev=9.98 e_lumo_ev=0.9218
C -1.695 -0.971 -0.044 -0.0415
N -0.518 -0.952 -0.471 -0.1143
O 0.465 -0.893 0.515 -0.5524
S 1.910 -0.238 -0.045 0.8534
N 1.635 1.385 -0.091 -0.3524
H -1.964 -0.957 1.009 0.0801
H -2.474 -1.020 -0.786 0.0674
H 1.528 1.883 0.777 0.0313
H 1.113 1.763 -0.864 0.0284


y:
9
Properties=species:S:1:pos:R:3:lowdin_charge:R:1 method="wB97M-V/def2-TZVPD" multiplicity=1 homo_energy_ev=-9.42 gap_ev=9.43 e_lumo_ev=0.0064
O -0.072 0.029 -1.970 -0.1245
N -1.290 0.044 -1.232 0.0318
C -0.986 -0.300 0.041 -0.2280
N 0.357 -0.587 0.633 -0.3797
S 1.707 0.679 0.632 0.6694
H 0.744 -0.143 -1.557 -0.0184
H -1.913 -0.314 0.595 0.0896
H 0.434 -1.130 1.519 0.0646
H 1.019 1.722 1.338 -0.1049


Name the most stable of them. x.


w:
9
Properties=species:S:1:pos:R:3:lowdin_charge:R:1 method="wB97M-V/def2-TZVPD" multiplicity=1 homo_energy_ev=-8.33 gap_ev=8.65 e_lumo_ev=0.3265
C -0.064 0.684 -0.156 -0.4089
H -2.421 -0.784 -1.016 0.1256
H -0.360 -1.025 1.066 0.1778
H -0.592 1.733 -0.122 0.1504
H 3.151 -0.347 0.634 -0.0821
N -0.682 -0.557 0.071 -0.0657
N 1.241 0.951 -0.045 -0.4340
O -2.286 -0.186 -0.166 -0.1358
S 2.012 -0.470 -0.267 0.6727


x:
9
Properties=species:S:1:pos:R:3:lowdin_charge:R:1 method="wB97M-V/def2-TZVPD" multiplicity=1 homo_energy_ev=-9.26 gap_ev=9.62 e_lumo_ev=0.3638
C 0.788 1.017 0.049 -0.2617
H -1.542 -0.670 1.301 -0.1486
H -1.173 1.847 0.143 0.1216
H 1.012 2.036 0.302 0.0931
H 0.598 -1.585 0.077 0.1859
N -0.672 0.945 -0.271 -0.4518
N 1.777 0.228 0.162 -0.0888
O 1.715 -1.073 -0.146 -0.1697
S -1.567 -0.460 -0.012 0.7201


Name the most stable of them. x.


w:
34
Properties=species:S:1:pos:R:3:lowdin_charge:R:1 method="wB97M-V/def2-TZVPD" smiles=CCc1ccc(O)cc1.Cc1ccccc1 multiplicity=1 homo_energy_ev=-8.69 gap_ev=9.49 e_lumo_ev=0.7950
C -1.617 2.843 -1.592 -0.0917
C -0.700 1.633 -1.445 -0.1962
C 0.502 1.903 -0.542 -0.2480
C 1.712 1.310 -0.968 -0.0661
C 2.903 1.621 -0.340 -0.0162
C 2.872 2.436 0.787 -0.3244
O 4.065 2.825 1.401 0.0190
C 1.689 2.964 1.255 -0.0064
C 0.516 2.776 0.515 -0.0415
H -2.544 2.784 -1.031 0.0728
H -1.870 3.009 -2.638 0.0692
H -1.101 3.752 -1.291 0.0642
H -1.171 0.717 -1.059 0.1009
H -0.345 1.218 -2.384 0.1016
H 1.718 0.584 -1.772 0.1127
H 3.820 1.168 -0.699 0.1172
H 4.487 1.999 1.652 0.0983
H 1.767 3.425 2.234 0.1204
H -0.295 3.436 0.732 0.1042
C -1.463 -4.836 -0.378 -0.0605
C -1.213 -3.461 0.164 -0.2812
C -0.176 -2.642 -0.285 -0.0474
C 0.058 -1.403 0.282 -0.0932
C -0.708 -0.966 1.356 -0.0909
C -1.780 -1.748 1.768 -0.0874
C -2.023 -2.985 1.194 -0.0576
H -1.315 -4.971 -1.455 0.0785
H -2.469 -5.137 -0.087 0.0709
H -0.769 -5.593 -0.002 0.0812
H 0.364 -2.932 -1.182 0.1109
H 0.820 -0.747 -0.122 0.0754
H -0.466 -0.059 1.898 0.1024
H -2.373 -1.341 2.578 0.1008
H -2.893 -3.582 1.457 0.1079


x:
34
Properties=species:S:1:pos:R:3:lowdin_charge:R:1 method="wB97M-V/def2-TZVPD" smiles=CCc1ccc(O)cc1.Cc1ccccc1 multiplicity=1 homo_energy_ev=-8.45 gap_ev=9.23 e_lumo_ev=0.7804
C -2.529 2.330 1.658 -0.0818
C -1.415 1.765 0.724 -0.2123
C -1.820 0.604 -0.131 -0.2909
C -2.342 -0.545 0.407 -0.0620
C -3.035 -1.490 -0.370 -0.0117
C -3.168 -1.227 -1.713 -0.3211
O -3.840 -2.043 -2.594 0.0357
C -2.602 -0.108 -2.333 -0.0037
C -2.077 0.854 -1.496 -0.0408
H -2.648 3.375 1.366 0.0646
H -2.387 2.214 2.727 0.0652
H -3.480 1.862 1.397 0.0689
H -0.879 2.623 0.323 0.1066
H -0.592 1.380 1.345 0.0986
H -2.332 -0.709 1.482 0.1241
H -3.315 -2.467 -0.012 0.1106
H -4.062 -2.901 -2.211 0.1034
H -2.482 -0.056 -3.403 0.1175
H -1.760 1.821 -1.856 0.1130
C 4.924 -1.016 1.458 -0.0608
C 3.668 -0.656 0.716 -0.2856
C 2.400 -1.023 1.134 -0.0507
C 1.287 -0.713 0.373 -0.0801
C 1.441 -0.007 -0.822 -0.0899
C 2.692 0.393 -1.230 -0.0845
C 3.813 0.096 -0.447 -0.0537
H 5.679 -0.237 1.371 0.0745
H 5.382 -1.960 1.146 0.0811
H 4.714 -1.213 2.513 0.0734
H 2.286 -1.550 2.070 0.1079
H 0.305 -1.114 0.575 0.0893
H 0.554 0.068 -1.429 0.0881
H 2.851 1.178 -1.958 0.1003
H 4.770 0.468 -0.781 0.1067


Name the most stable of them. w.


w:
38
Properties=species:S:1:pos:R:3:lowdin_charge:R:1 method="wB97M-V/def2-TZVPD" smiles="CCN(C)C(=O)CN.O.O.O.O.O.O" multiplicity=1 homo_energy_ev=-10.04 gap_ev=10.37 e_lumo_ev=0.3324
C -1.550 0.940 1.363 -0.0576
C -0.275 1.622 0.901 -0.1978
N 0.090 1.340 -0.506 -0.1169
C -0.682 2.123 -1.458 -0.0405
C 0.496 0.097 -0.932 -0.4249
O 0.404 -0.206 -2.120 0.0409
C 1.232 -0.842 0.004 -0.1517
N 0.330 -1.944 0.370 0.0251
H -1.421 -0.142 1.398 0.0577
H -1.822 1.273 2.363 0.0834
H -2.390 1.175 0.703 0.0642
H -0.358 2.698 1.000 0.1210
H 0.569 1.331 1.524 0.0846
H -0.342 1.956 -2.478 0.0893
H -1.747 1.882 -1.472 0.0907
H -0.585 3.191 -1.256 0.0947
H 2.143 -1.199 -0.482 0.1300
H 1.542 -0.332 0.912 0.0788
H 0.139 -2.513 -0.453 0.0505
H 0.723 -2.488 1.123 0.0853
O 1.084 -0.578 3.845 -0.0700
H 1.761 0.025 3.521 -0.0100
H 0.516 -0.790 3.072 0.0198
O 2.918 2.356 -0.211 -0.0239
H 3.500 1.999 -0.868 0.0555
H 2.042 2.156 -0.568 0.0301
O -0.451 -2.901 -2.592 -0.0946
H -0.078 -1.986 -2.600 0.0119
H -1.348 -2.797 -2.227 0.0002
O -3.972 -0.160 -0.967 -0.0825
H -4.329 -0.150 -1.859 0.0318
H -3.388 -0.944 -0.882 -0.0119
O 3.004 1.259 2.355 -0.0903
H 3.922 1.326 2.687 0.0633
H 3.007 1.716 1.478 0.0048
O -2.461 -2.474 -0.710 -0.0556
H -2.887 -3.256 -0.336 0.0873
H -1.694 -2.311 -0.136 0.0269


x:
38
Properties=species:S:1:pos:R:3:lowdin_charge:R:1 method="wB97M-V/def2-TZVPD" smiles="CCCC(=O)NCN.O.O.O.O.O.O" multiplicity=1 homo_energy_ev=-9.41 gap_ev=9.81 e_lumo_ev=0.4006
C -1.915 1.065 0.441 -0.0975
C -2.782 0.965 -0.819 -0.2375
C -2.157 0.227 -2.127 -0.0867
C -0.623 0.317 -2.167 -0.4424
O -0.020 -0.755 -2.065 0.0222
N -0.153 1.639 -2.401 0.0469
C 1.229 2.191 -2.522 -0.2269
N 2.078 1.576 -1.491 0.0161
H -1.070 1.618 0.084 0.0340
H -2.473 1.393 1.374 0.1020
H -1.299 0.037 0.680 0.1081
H -3.239 1.868 -1.181 0.0884
H -3.636 0.371 -0.575 0.0800
H -2.760 0.547 -2.937 0.0895
H -2.386 -0.924 -2.068 0.1336
H -0.942 2.348 -2.264 0.1580
H 1.467 2.021 -3.564 0.1036
H 1.020 3.252 -2.314 0.1187
H 2.138 2.136 -0.505 0.1221
H 1.722 0.698 -1.257 -0.0158
O 0.439 0.432 2.999 -0.0794
H 0.340 -0.035 2.127 0.0412
H 0.273 -0.081 3.790 0.0098
O 1.694 2.823 1.677 -0.0584
H 1.656 1.906 1.937 -0.0066
H 2.217 3.347 2.284 0.0398
O 2.914 -0.988 0.234 0.0104
H 3.074 -1.436 1.062 0.0459
H 3.239 -1.237 -0.541 -0.0378
O 0.414 -2.038 3.988 -0.0942
H -0.545 -2.037 4.184 0.0697
H 0.636 -2.610 3.196 0.0550
O -0.786 -3.464 1.904 -0.0793
H -0.386 -2.536 1.937 0.0371
H -0.845 -3.506 0.970 -0.0443
O -1.091 -2.745 -0.537 -0.0463
H -0.786 -1.963 -1.134 0.0488
H -1.910 -2.392 -0.475 -0.0277


Name the most stable of them. w.


w:
21
Properties=species:S:1:pos:R:3:lowdin_charge:R:1 method="wB97M-V/def2-TZVPD" multiplicity=2 s_squared=0.753 homo_energy_ev="-25.46 / -25.12" gap_ev="12.52 / 5.13" e_lumo_ev="-12.9482 / -19.9901" total_charge=+3
C -1.931 0.814 -0.842 0.0413
C -0.771 -0.120 -1.005 -0.2522
C 0.497 0.196 -0.205 -0.0022
C 0.309 0.110 1.317 -0.0143
C 2.299 -0.579 2.814 0.2668
N 1.183 -0.855 2.180 0.0611
N -0.481 -0.080 -2.554 0.2440
H -2.244 0.643 0.217 0.1313
H -2.839 0.641 -1.434 0.1578
H -1.574 1.852 -1.043 0.1725
H -1.121 -1.176 -0.925 0.2350
H 1.257 -0.538 -0.504 0.1585
H 0.701 1.273 -0.584 0.2446
H 0.205 1.004 1.934 0.1776
H -0.748 -0.219 1.556 0.2013
H 3.093 -1.367 2.820 0.1674
H 2.433 0.501 3.288 0.2016
H 1.065 -1.882 1.929 0.2102
H -0.473 0.867 -3.031 0.2222
H 0.365 -0.547 -2.804 0.1646
H -1.225 -0.538 -3.124 0.2109


x:
21
Properties=species:S:1:pos:R:3:lowdin_charge:R:1 method="wB97M-V/def2-TZVPD" multiplicity=2 s_squared=0.788 homo_energy_ev="-26.21 / -26.17" gap_ev="7.49 / 7.08" e_lumo_ev="-18.7197 / -19.0906" total_charge=+3
C 0.928 -2.808 0.108 0.0506
C 0.399 -1.465 -0.328 -0.4036
C -0.582 -0.704 0.608 -0.0262
C -1.009 0.740 0.076 -0.0879
C -0.528 3.192 0.068 0.1064
N -0.143 1.791 0.685 0.2091
N 1.310 -0.543 -0.833 0.4078
H 0.188 -3.409 0.629 0.1350
H 1.305 -3.365 -0.760 0.1507
H 1.771 -2.765 0.813 0.1612
H -0.263 -1.812 -1.211 0.3046
H -0.100 -0.583 1.607 0.1797
H -1.457 -1.329 0.887 0.1779
H -2.016 0.953 0.504 0.1982
H -0.985 0.841 -1.061 0.1477
H -0.038 3.794 0.839 0.1353
H -0.172 3.406 -0.950 0.1561
H -1.607 3.334 0.180 0.1282
H -0.139 0.108 -1.725 0.4976
H 0.862 1.568 0.624 0.1747
H 2.276 -0.943 -0.760 0.1970


Name the most stable of them. w.


w:
14
Properties=species:S:1:pos:R:3:lowdin_charge:R:1 method="wB97M-V/def2-TZVPD" multiplicity=1 homo_energy_ev=-12.20 gap_ev=8.23 e_lumo_ev=-3.9790 total_charge=+1
C 3.929 0.927 -0.004 -0.1869
C -0.747 -1.772 0.632 -0.7892
N 0.397 -1.963 0.826 0.2060
N -3.537 0.895 -0.583 0.2211
N 3.577 -0.171 0.432 -0.0022
S -2.289 -1.490 0.658 0.7473
H 4.353 1.751 0.675 0.0821
H 3.641 1.477 -0.996 0.0879
H -3.072 1.109 -1.463 0.1429
H 1.405 -2.182 0.734 0.1321
H -3.795 1.729 0.034 0.1914
H -2.792 0.472 -0.005 -0.0316
H 3.165 -0.894 -0.163 0.0312
H -4.237 0.113 -0.776 0.1680


x:
14
Properties=species:S:1:pos:R:3:lowdin_charge:R:1 method="wB97M-V/def2-TZVPD" multiplicity=1 homo_energy_ev=-13.86 gap_ev=10.35 e_lumo_ev=-3.5152 total_charge=+1
C -0.899 1.362 1.976 -0.3192
C 0.146 0.189 -0.336 -0.6127
N 0.178 -0.926 0.467 0.1216
N 0.394 -0.037 -1.627 -0.0301
N 0.848 -1.337 -2.048 0.0721
S -0.330 1.743 0.298 1.0195
H -1.139 2.291 2.278 -0.0008
H -0.170 0.970 2.641 0.0511
H -1.764 0.749 1.940 0.0525
H -0.046 -1.830 0.002 0.1355
H 0.260 0.577 -2.390 0.1461
H 0.097 -0.981 1.498 0.1291
H 1.774 -1.479 -1.649 0.1163
H 0.651 -1.290 -3.051 0.1189


y:
14
Properties=species:S:1:pos:R:3:lowdin_charge:R:1 method="wB97M-V/def2-TZVPD" multiplicity=1 homo_energy_ev="-11.30 / -11.52" gap_ev="7.48 / 7.96" e_lumo_ev="-3.8195 / -3.5530" total_charge=+1
C 0.069 -0.041 0.932 -0.4573
C -0.805 -0.184 -0.253 -0.4864
N 2.691 0.423 -0.424 -0.1451
N 2.504 -0.648 0.324 0.0043
N -2.348 0.017 -0.105 0.1815
S 0.214 1.368 -0.046 0.8852
H -0.053 -0.314 2.004 0.0853
H -0.545 -0.564 -1.300 0.1375
H 3.228 1.291 -0.280 0.1264
H 2.739 0.229 -1.410 0.0985
H 2.738 -0.395 1.338 0.0923
H -2.858 -0.863 0.088 0.1850
H -2.611 0.675 -0.886 0.1862
H -2.595 0.631 0.596 0.1066


Name the most stable of them. x.